Formula: C4H8P2
Source: the OMol25 dataset
Level of theory: the ωB97M-V functional and the def2-TZVPD basis

```
! RIJCOSX wB97M-V def2-TZVPD def2/J DEFGRID3
* xyz 0 1
C 1.94674 0.12258 0.52140
C -0.33983 -1.23723 -0.03414
C -0.36155 1.16101 -0.19036
C 0.51871 -0.00240 -0.41938
P 3.40194 -0.93429 -0.09512
P 3.32355 1.10302 -0.04839
H 1.77601 -0.08588 1.55738
H -0.54363 -1.28217 0.95641
H 0.18912 -2.13311 -0.25805
H -1.25528 -1.16690 -0.44494
H -1.36096 1.01245 -0.54219
H 0.07459 2.04796 -0.62806
H -0.50246 1.44045 0.83721
H 0.61737 -0.09500 -1.49123
*
```

Results
ΔE to the lowest compared entry with this formula, charge and spin ... 1.500 eV
Strongest force on any atom ... 4.2 eV/Å
Molecular weight ... 118.06 Da
HOMO ... -8.7 eV